[1]
DFT (the ωB97M-V functional and the def2-TZVPD basis) results for a single C5H6S2 molecule in a non-equilibrium geometry.

## Properties
energy relative to the best compared isomer or geometry (same formula, charge and spin) = 31.9 kcal per mole
strongest force on any atom = 4.42 eV/A
highest occupied orbital energy = -8.671 eV
Kohn-Sham gap = 8.44 eV
DFT total energy = -26950.540 eV
multiplicity = 1
structure (SMILES) = S=C1C[C@@H]2S[C@@H]2C1

Last column: Löwdin charge in e.
Atoms and positions in Å:
C 0.26674 -0.99241 -0.66686  -0.820
C 0.21094 -1.03467 0.83599  -0.205
C -0.48202 0.30572 1.15000  -0.498
C -0.16288 1.23553 -0.10025  -0.555
C 0.31380 0.38508 -1.15876  -0.318
H -0.41358 -1.82164 1.09928  0.079
H 1.20703 -1.21071 1.33097  0.147
H -0.23785 0.71021 2.25234  0.150
H -0.03436 2.36284 -0.16459  0.130
H -0.30051 0.61144 -2.02005  0.121
H 1.31560 0.81070 -1.10467  0.141
S 0.22438 -2.25272 -1.66252  0.763
S -1.90730 0.89064 0.20912  0.865


[2]
DFT (the ωB97M-V functional and the def2-TZVPD basis) results for a molecular structure, C33H52LiNOPSSi.

## Properties
energy relative to the best compared isomer or geometry (same formula, charge and spin) = 0.0 kcal per mole
strongest force on any atom = 0.24 eV/A
highest occupied orbital energy = -3.375 eV
Kohn-Sham gap = 5.75 eV
DFT total energy = -66810.884 eV
net charge = -1
multiplicity = 1

Last column: Löwdin charge in e.
Atoms and positions in Å:
Li -0.18769 -0.79429 0.58945  0.415
C -4.39553 -3.51922 -0.02134  -0.221
Si -3.03049 -2.19344 -0.17150  0.323
C -3.23282 -1.57864 -1.96078  -0.203
C -3.68546 -0.82707 0.98474  -0.199
C -1.31486 -2.63107 0.17929  -0.349
H -5.38784 -3.12735 -0.27612  0.009
H -4.43877 -3.91070 1.00029  0.011
H -4.18312 -4.36188 -0.68684  0.010
H -4.18521 -1.05671 -2.11082  0.012
H -3.21717 -2.42848 -2.65193  0.016
H -2.41960 -0.90300 -2.24148  -0.002
H -4.65917 -0.45005 0.65061  0.019
H -3.00204 0.02137 1.10207  -0.004
H -3.81941 -1.23723 1.99094  0.025
H -0.92989 -3.35167 -0.55464  -0.060
H -1.19423 -3.07329 1.17992  -0.056
N -0.89351 0.72407 -0.77447  -0.346
S -0.86641 2.24727 -1.11245  0.988
C -1.31166 3.25847 0.31632  -0.371
C -1.73572 4.57144 0.13458  -0.094
C -1.99340 5.36267 1.24087  -0.095
C -1.81672 4.83797 2.51755  -0.092
C -1.38109 3.53328 2.67863  -0.065
C -1.11622 2.72145 1.57713  -0.065
C -2.29453 2.65302 -2.12749  -0.396
C -2.09747 3.33077 -3.31691  -0.094
C -3.18424 3.58626 -4.14789  -0.087
C -4.44755 3.15014 -3.78447  -0.089
C -4.63451 2.45834 -2.59141  -0.068
C -3.55745 2.20887 -1.75855  -0.064
H -1.81066 0.43448 -0.43168  -0.050
H -1.87896 4.96572 -0.86551  0.103
H -2.33361 6.38237 1.11018  0.097
H -2.01661 5.45249 3.38702  0.096
H -1.23694 3.12687 3.67142  0.093
H -0.74212 1.70051 1.73293  0.070
H -1.09957 3.64868 -3.59557  0.106
H -3.03807 4.11524 -5.08113  0.099
H -5.29215 3.34020 -4.43480  0.099
H -5.62065 2.10758 -2.31551  0.106
H -3.69251 1.66246 -0.83113  0.111
C 0.21220 -1.41186 4.35901  -0.085
C -0.74558 -0.72171 3.37758  -0.645
C -1.60894 0.27720 4.15921  -0.089
O -0.07808 -0.11622 2.33549  -0.388
H -0.32030 -1.88904 5.18912  0.064
H 0.90929 -0.67145 4.76878  0.073
H 0.79525 -2.17393 3.83980  0.052
H -1.43639 -1.51123 3.01438  0.104
H -0.96199 1.03784 4.61032  0.064
H -2.18171 -0.20741 4.95835  0.066
H -2.31072 0.77548 3.48639  0.054
C 4.65787 -2.40286 0.75412  -0.097
C 3.25439 -1.89904 1.08916  -0.692
C 3.26145 -1.13812 2.42099  -0.105
C 2.32924 -3.11848 1.22965  -0.107
P 2.36949 -0.82490 -0.16884  1.138
C 2.61109 -1.70665 -1.76742  -0.352
C 3.82637 -1.94366 -2.41726  -0.109
C 3.86743 -2.59153 -3.64341  -0.097
C 2.68879 -3.02174 -4.24316  -0.104
C 1.47591 -2.79662 -3.61135  -0.079
C 1.43652 -2.13973 -2.38560  -0.086
C 3.26501 0.81595 -0.41083  -0.686
C 2.83029 1.32348 -1.79183  -0.108
C 2.67406 1.77004 0.64170  -0.100
C 4.79113 0.85880 -0.31757  -0.094
H 5.02727 -2.99991 1.59559  0.081
H 5.37135 -1.59609 0.58607  0.057
H 4.65030 -3.04835 -0.12568  0.067
H 3.51145 -1.83484 3.22885  0.085
H 2.27383 -0.71366 2.63148  0.049
H 4.01019 -0.34289 2.43141  0.064
H 2.74222 -3.79653 1.98501  0.085
H 2.23889 -3.66898 0.28981  0.080
H 1.32560 -2.82244 1.53655  0.052
H 4.75587 -1.62271 -1.96559  0.083
H 4.82001 -2.76364 -4.13054  0.094
H 2.72046 -3.53138 -5.19884  0.093
H 0.55170 -3.13000 -4.06737  0.101
H 0.48744 -1.97084 -1.88655  0.069
H 1.74761 1.22373 -1.93023  0.051
H 3.32185 0.77741 -2.59836  0.072
H 3.08847 2.38386 -1.88380  0.083
H 1.58104 1.78053 0.59588  0.052
H 3.04285 2.78556 0.46224  0.083
H 2.94342 1.48443 1.65689  0.069
H 5.27375 0.22166 -1.06029  0.061
H 5.14808 0.56897 0.67069  0.062
H 5.12997 1.88562 -0.49949  0.081


[3]
DFT (the ωB97M-V functional and the def2-TZVPD basis) results for 8 unconnected molecules or ions with the total composition C39H46N8O13 in a non-equilibrium geometry.

## Properties
energy relative to the best compared isomer or geometry (same formula, charge and spin) = 315.2 kcal per mole
strongest force on any atom = 12.29 eV/A
highest occupied orbital energy = -9.221 eV
Kohn-Sham gap = 7.38 eV
DFT total energy = -79694.674 eV
multiplicity = 1
structure (SMILES) = O=[N+]([O-])c1ccccc1.O=[N+]([O-])c1ccccc1.O=[N+]([O-])c1ccccc1.O=[N+]([O-])c1ccccc1.O=[N+]([O-])c1ccccc1.CN(C)C=O.CN(C)C=O.CN(C)C=O

Last column: Löwdin charge in e.
Atoms and positions in Å:
C 4.27468 0.11549 -0.28501  -0.094
C 3.76444 -0.85841 -1.35160  0.015
C 2.81553 -1.99984 -0.85280  0.079
C 2.38378 -1.97885 0.65914  -0.078
C 2.96951 -1.01051 1.60625  0.063
C 3.95399 0.13591 1.10563  -0.011
N 1.37834 -2.92328 1.22130  -0.368
O 0.94412 -3.84102 0.47272  0.018
O 0.99980 -2.67599 2.29763  0.083
H 5.02470 0.88936 -0.54647  0.088
H 3.86885 -0.74880 -2.42516  0.073
H 2.35337 -2.49894 -1.59463  0.023
H 2.64196 -1.08063 2.51475  0.015
H 4.32487 0.85633 1.83365  0.083
C 1.10810 3.67037 4.91868  -0.123
C 0.59524 4.75221 4.02730  -0.021
C 1.58959 5.50311 3.14141  0.042
C 3.01778 4.86620 2.98953  -0.014
C 3.46532 3.74744 4.05088  0.092
C 2.35940 3.18972 4.88384  -0.130
N 4.08755 5.41800 2.01178  -0.346
O 3.79503 6.62526 1.69955  0.014
O 5.07229 4.75716 1.82270  0.091
H 0.58355 3.06389 5.63723  0.090
H -0.37859 5.09018 4.20234  0.050
H 1.49805 6.48562 2.59113  0.104
H 4.33870 3.36648 4.02122  0.003
H 2.69132 2.30925 5.50558  0.118
C -4.96254 3.00134 1.62298  -0.122
C -4.87814 2.66956 0.16755  0.017
C -3.49631 2.92944 -0.51775  0.070
C -2.31805 3.56274 0.17192  -0.151
C -2.53682 3.92441 1.62888  0.067
C -3.89596 3.55517 2.29174  -0.098
N -1.08835 3.84942 -0.50403  -0.270
O -0.92969 3.32905 -1.69350  0.004
O -0.20562 4.57538 0.14279  0.006
H -6.04761 2.89424 2.06152  0.135
H -5.60811 2.17194 -0.33828  0.043
H -3.26773 2.59382 -1.52233  0.054
H -1.75053 4.52381 2.26195  0.108
H -4.06583 3.75603 3.41822  0.118
C -0.88405 -0.07660 0.19885  -0.070
C -1.45182 -1.13002 1.03416  -0.025
C -1.36662 -0.90049 2.50403  0.011
C -0.43042 0.00979 3.21823  -0.089
C 0.25507 0.99069 2.17369  0.089
C 0.00170 0.91243 0.65935  -0.050
N -0.26449 0.14450 4.65273  -0.353
O -0.92931 -0.61751 5.33174  0.083
O 0.79996 0.63140 5.02118  0.042
H -1.12489 -0.08941 -0.86066  0.086
H -1.92310 -1.88733 0.54555  0.054
H -1.86836 -1.76232 3.04612  0.101
H 0.97771 1.75052 2.56982  0.090
H 0.52563 1.58682 -0.01817  0.071
C 1.39575 -0.29308 -6.14403  -0.088
C 0.28863 -1.34607 -6.29769  -0.017
C -0.91958 -1.25208 -5.36668  0.032
C -1.06735 0.03764 -4.52884  -0.114
C -0.10998 1.11648 -4.55955  0.052
C 1.22123 0.83485 -5.34226  -0.074
N -2.28808 0.03570 -3.69086  -0.310
O -3.17553 -0.85304 -3.77513  0.047
O -2.43192 1.00652 -2.88207  -0.007
H 2.38139 -0.23068 -6.73086  0.115
H 0.24363 -2.19977 -7.01594  0.097
H -1.51281 -2.19668 -5.64370  0.106
H -0.21422 2.08763 -4.14400  0.069
H 1.88369 1.73138 -5.37331  0.085
C 4.40466 2.80906 -3.63021  -0.240
O 4.97512 1.79982 -3.05078  -0.068
N 3.29750 3.35676 -3.07006  -0.160
C 2.58796 4.45011 -3.70101  -0.052
C 2.58007 2.83833 -1.87036  -0.022
H 4.62467 3.05683 -4.58317  0.095
H 2.09701 5.13510 -3.04642  0.086
H 1.78170 3.94950 -4.27528  0.083
H 3.12881 4.81579 -4.52771  0.073
H 1.90140 3.67038 -1.59611  0.068
H 3.26169 2.79836 -1.13729  0.026
H 1.92818 1.87556 -1.81261  0.117
C -1.57057 -7.14655 3.99173  -0.343
O -1.93177 -8.26468 4.47269  -0.052
N -2.33071 -6.14559 3.60092  -0.193
C -1.80608 -4.91618 3.07006  -0.075
C -3.84007 -6.20756 3.80590  -0.019
H -0.48437 -7.08334 3.79773  0.138
H -2.59801 -4.17877 3.21185  0.061
H -1.58944 -5.23032 1.95460  0.119
H -0.87642 -4.45158 3.57130  0.110
H -4.27656 -6.63879 2.94553  0.060
H -4.39649 -5.19073 3.95092  0.111
H -4.15626 -6.76476 4.71368  0.090
C -0.82300 -4.40228 -3.32922  -0.252
O -0.94357 -4.10594 -4.55869  -0.067
N -1.86656 -4.90177 -2.66034  -0.164
C -1.89046 -5.12170 -1.27265  -0.083
C -3.14151 -5.07342 -3.30043  -0.031
H 0.10508 -4.35332 -2.71621  0.147
H -2.87551 -4.98906 -0.89046  0.075
H -1.38217 -4.52029 -0.55145  0.058
H -1.72359 -6.14039 -0.99412  0.092
H -3.28093 -5.97678 -3.30797  -0.010
H -3.24494 -4.72092 -4.33562  0.103
H -4.12668 -4.63422 -2.80068  0.148


[4]
DFT (the ωB97M-V functional and the def2-TZVPD basis) results for a molecular structure, C23H24N5O2Pm in a non-equilibrium geometry.

## Properties
energy relative to the best compared isomer or geometry (same formula, charge and spin) = 0.0 kcal per mole
strongest force on any atom = 2.63 eV/A
highest occupied orbital energy (alpha / beta) = -14.655 / -14.655 eV
Kohn-Sham gap (alpha / beta) = 8.11 / 8.19 eV
DFT total energy = -52329.979 eV
net charge = +2
⟨S²⟩ = 6.00
multiplicity = 5

Last column: Löwdin charge in e.
Atoms and positions in Å:
Pm 0.18770 0.39154 0.07217  1.844
C -0.84339 3.88947 0.25040  -0.049
C 0.03311 3.79949 1.50232  -0.371
C 0.86251 5.07747 1.67473  -0.034
C 0.93685 2.58088 1.47410  -0.301
C 1.93247 2.45804 0.49466  -0.088
C 2.81140 1.38134 0.49766  -0.055
C 2.74618 0.38529 1.48448  -0.290
C 3.75241 -0.73026 1.52154  0.000
C 1.75500 0.50875 2.45927  -0.044
C 0.86008 1.58482 2.44847  -0.068
H -1.47021 4.78029 0.28698  0.103
H -1.52285 3.03901 0.14798  0.051
H -0.23282 3.96318 -0.65360  0.089
H -0.61943 3.69548 2.37092  0.142
H 0.20382 5.91706 1.90109  0.098
H 1.40630 5.32443 0.75836  0.090
H 1.58398 4.98777 2.48901  0.098
H 2.07806 3.26301 -0.21358  0.138
H 3.61908 1.35127 -0.22186  0.143
H 4.73813 -0.36884 1.22988  0.103
H 3.47297 -1.52488 0.82704  0.089
H 3.82214 -1.16239 2.51804  0.101
H 1.72717 -0.19650 3.27918  0.145
H 0.16114 1.70388 3.26601  0.143
N -0.28011 0.18211 -4.44451  0.082
C 0.56148 0.51639 -3.48010  -0.093
N -0.11485 0.64540 -2.34701  0.001
C -1.40725 0.34297 -2.71600  -0.301
N -1.54326 0.06195 -3.98226  0.177
C -2.53032 0.33440 -1.76575  -0.190
C -3.82625 0.07704 -2.17921  -0.020
N -4.83840 0.07144 -1.31788  0.143
C -4.55422 0.32017 -0.04081  -0.056
C -3.25951 0.56735 0.37718  -0.079
N -2.24726 0.58009 -0.48629  -0.016
H -0.08523 0.02482 -5.42322  0.186
H 1.62058 0.66241 -3.62409  0.154
H -4.03961 -0.12727 -3.22146  0.136
H -5.37347 0.31894 0.66711  0.131
H -3.03547 0.75285 1.41939  0.127
O 1.12752 -1.45289 -0.48360  -0.148
C 0.23582 -2.10177 0.18706  -0.516
O -0.55469 -1.39401 0.93217  -0.145
C 0.12368 -3.54153 0.10035  -0.154
C -0.97564 -4.18811 0.67156  0.006
C -1.07416 -5.56289 0.57446  -0.039
C -0.06982 -6.28240 -0.06807  -0.028
C 1.03158 -5.63810 -0.62349  -0.041
C 1.12775 -4.26223 -0.54960  0.002
H -1.73430 -3.61382 1.18505  0.124
H -1.92400 -6.07785 1.00268  0.119
H -0.14542 -7.36055 -0.13441  0.122
H 1.81015 -6.21128 -1.11003  0.119
H 1.97285 -3.74323 -0.98446  0.123


[5]
DFT (the ωB97M-V functional and the def2-TZVPD basis) results for a single C4H4FNO molecule in a non-equilibrium geometry.

## Properties
energy relative to the best compared isomer or geometry (same formula, charge and spin) = 54.0 kcal per mole
strongest force on any atom = 7.52 eV/A
highest occupied orbital energy = -10.129 eV
Kohn-Sham gap = 11.07 eV
DFT total energy = -10465.213 eV
multiplicity = 1
structure (SMILES) = FCc1ccno1

Last column: Löwdin charge in e.
Atoms and positions in Å:
C 1.55810 -0.68706 0.07697  -0.114
C 0.11266 -0.26029 0.13838  -0.220
C -0.43667 1.00042 0.05911  0.018
C -1.75911 0.59601 -0.13918  -0.239
H 1.88020 -0.94404 1.04597  0.111
H 1.50346 -1.48482 -0.69910  0.144
H 0.08771 2.01876 0.16380  0.154
H -2.58148 1.35612 -0.08321  0.136
N -2.03501 -0.60644 -0.20562  0.055
O -0.85411 -1.24353 -0.06606  -0.003
F 2.52426 0.25487 -0.29106  -0.042